C27H17AsF4N7O3S4Sn | ωB97M-V/def2-TZVPD

Output
* gap between HOMO and LUMO (alpha / beta): 0.2201 / 0.1264 hartree
* net charge: -1
* total energy: -165727.150 eV
* energy relative to the best compared isomer or geometry (same formula, charge and spin): 124.5 kJ/mol
* E_LUMO (alpha / beta): 1.14 / 0.28 eV

Positions of all 64 atoms, in Å:
Sn 1.464 1.327 0.747
As -1.613 0.179 2.454
S 3.527 -1.014 -1.064
S 3.821 0.969 -1.818
S 1.698 -1.131 -0.391
S 3.525 2.248 -0.253
F 2.256 -3.884 -4.148
F -2.592 -3.201 -1.925
F 0.572 -6.022 -3.827
F -1.043 -1.140 -2.141
O 1.694 3.955 3.938
O -0.136 0.128 1.562
O 1.140 5.455 1.349
N -0.135 2.695 -0.535
N 1.244 3.087 1.803
N 2.585 0.785 2.639
N -2.333 -7.495 -5.523
N 0.224 1.221 -4.290
N 3.451 -1.523 -5.404
N -4.802 -5.120 -3.297
C -1.985 3.450 -1.885
C 2.472 1.826 3.490
C 1.876 3.111 3.065
C 3.478 -0.540 4.440
C 1.185 -1.191 -4.198
C 0.108 -4.756 -3.821
C 0.576 0.108 -4.176
C -1.855 4.729 -1.414
C -1.412 -0.551 4.227
C 3.098 1.812 4.751
C 3.029 -0.414 3.109
C -1.158 2.435 -1.365
C -2.352 -5.478 -3.928
C -2.240 2.017 2.541
C -2.202 -6.609 -4.721
C 0.814 4.265 1.122
C -3.641 -5.233 -3.480
C -1.615 -3.320 -2.848
C -0.749 -2.205 -2.957
C 0.897 -3.680 -3.982
C 0.443 -2.348 -3.733
C -1.324 -4.533 -3.586
C 2.448 -1.365 -4.789
C -2.938 -0.896 1.626
C 3.660 0.621 5.239
C -0.084 3.937 0.011
C -0.938 4.965 -0.435
H -2.136 2.414 1.537
H -2.571 -1.364 0.714
H -0.794 0.072 4.856
H -1.316 1.383 -1.693
H -0.873 5.947 0.093
H -2.458 5.542 -1.875
H -3.312 2.162 2.810
H 3.914 -1.532 4.755
H 4.224 0.540 6.171
H -2.807 3.095 -2.497
H -1.020 -1.563 4.080
H -1.588 2.649 3.140
H -3.747 -0.215 1.198
H 3.229 2.796 5.195
H 2.909 -1.298 2.441
H -3.356 -1.665 2.277
H -2.438 -0.640 4.621